Here is a single C4H9NS2 molecule in a non-equilibrium geometry from OMol25. Energies are from the ωB97M-V functional and the def2-TZVPD basis.

The geometry in ORCA input format:
```
! wB97M-V def2-TZVPD RIJCOSX def2/J DEFGRID3
* xyz 0 1
S -1.9517 -0.8139 0.1941
S -0.7594 2.2399 1.4888
N 1.5327 -0.3001 -1.0346
C 0.8191 -1.2380 -0.1453
C 0.3271 0.5202 -1.1765
C -0.2457 -0.1801 0.0765
C -0.0034 0.5873 1.3574
H 1.0487 0.7426 1.4150
H -0.2728 -0.0358 2.2897
H 0.5058 1.6444 -1.1592
H -0.3346 0.2973 -2.0311
H 1.9280 -0.6941 -1.9041
H -2.4392 -0.8139 -1.0403
H -1.9681 1.6887 1.4961
H 1.4168 -1.4967 0.7136
H 0.3967 -2.1477 -0.5401
*
```

The total energy comes out at -27453.2111 eV. The value obtained for the highest occupied orbital energy is -9.11 eV. Its structure (SMILES) is SCC1(S)CNC1. The energy above the lowest of the compared OMol25 structures with the same formula, charge and spin comes out at 35.4 kcal/mol. The maximum force comes out at 0.0349 Eh/bohr. The frontier orbital gap is 9.81 eV.

Here is a molecular structure, C19H25CrN6OS2 from OMol25. Energies are from the ωB97M-V functional and the def2-TZVPD basis.

The geometry in ORCA input format:
```
! wB97M-V def2-TZVPD RIJCOSX def2/J DEFGRID3
* xyz 2 2
Cr -0.0081 -0.0655 0.1499
S -0.0759 1.0326 -1.9371
S -2.3606 0.2603 2.0330
O -1.8236 -0.1693 0.6099
N -1.1249 -1.7213 -4.5305
N -0.8579 -0.4324 -4.1362
N -0.5450 -1.6044 -2.4289
N 0.7990 -0.9674 1.6931
N -0.1670 -1.9202 -1.1161
N 0.4899 1.4975 1.1469
C -1.0582 -3.9140 -3.3643
C 0.9813 1.2215 2.4272
C -0.5013 -0.3303 -2.8689
C 1.0100 -2.4141 1.9397
C -4.2019 2.1791 2.4748
C 0.9772 3.4378 2.1888
C 1.2800 2.4141 3.0850
C -0.4733 -3.9587 5.0724
C 0.0254 -2.9902 2.9220
C -2.7834 2.0136 1.8877
C 0.4448 -3.4320 4.1691
C 0.5074 2.8402 1.0165
C -4.0756 -0.2441 2.0430
C -4.7015 0.8036 2.9567
C -2.2403 -3.6157 3.4786
C -0.9203 -2.4417 -3.4763
C -1.8133 -4.0478 4.7304
C -1.3238 -3.0886 2.5840
C 1.1462 -0.1336 2.6691
H -0.1366 -4.3055 6.0403
H -1.7757 -4.1880 -2.5890
H 0.7327 -2.4014 -1.1511
H -0.9368 0.3208 -4.8046
H -0.0992 -4.3841 -3.1399
H 1.5396 -0.5125 3.6093
H 1.0984 4.4971 2.3510
H -2.5246 -4.4669 5.4298
H -2.7283 2.2207 0.8186
H 2.0324 -2.5630 2.2877
H 0.1848 3.3256 0.1063
H -2.0131 2.5878 2.3988
H -4.1972 2.8938 3.2929
H -4.3961 0.6251 3.9894
H -4.4190 -0.1765 1.0084
H 0.9278 -2.9392 0.9868
H -0.8493 -2.5609 -0.7132
H -4.1486 -1.2674 2.4046
H -1.6579 -2.7664 1.5990
H -4.8597 2.5734 1.7026
H -1.4158 -4.2991 -4.3157
H 1.4942 -3.3786 4.4382
H 1.6837 2.5170 4.0809
H -3.2831 -3.7107 3.2018
H -5.7856 0.7267 2.9281
*
```

The total energy comes out at -81173.9427 eV. The value obtained for the highest occupied orbital energy (alpha / beta) is -14.12 / -14.15 eV. The energy above the lowest of the compared OMol25 structures with the same formula, charge and spin comes out at 0.0 kcal/mol. The maximum force comes out at 0.0147 Eh/bohr. The frontier orbital gap (alpha / beta) is 6.82 / 7.24 eV.

Here is a molecular structure, C25H16N6O6PdS2 from OMol25. Energies are from the ωB97M-V functional and the def2-TZVPD basis.

The geometry in ORCA input format:
```
! wB97M-V def2-TZVPD RIJCOSX def2/J DEFGRID3
* xyz 2 1
Pd -1.3370 -0.8468 0.1860
S 5.6100 -2.3120 -2.0376
S -2.6951 -2.5590 1.7277
O 3.5154 5.4057 1.4936
O -2.4767 -0.9780 1.7768
O 4.0511 4.0298 3.1321
O -4.0661 -2.8668 1.5539
O -1.9543 -3.1740 2.7719
O -1.9288 -2.7133 0.3260
N -3.0588 -0.2918 -0.6735
N 0.4176 -1.5539 0.9264
N -1.1157 1.2320 0.2573
N 4.3392 -1.8361 -2.9002
N 4.9350 -2.4491 -0.5846
N -0.2135 -0.9217 -1.5384
C 0.8105 1.4887 1.7467
C 2.1415 3.4982 1.6802
C 2.9026 -2.5514 1.6416
C 3.6616 -2.1236 -0.7301
C -5.2755 -0.6958 -1.3763
C 1.3258 3.9921 0.6666
C 0.2598 3.2517 0.1951
C 0.1952 -0.7041 -3.8646
C -2.2059 1.8242 -0.0546
C 2.6735 -2.1058 0.3345
C 1.9701 -1.3695 -2.4023
C -4.5656 1.5347 -0.8552
C -3.3289 1.0266 -0.5493
C 1.0652 -1.2923 -1.3508
C 1.8740 -2.4888 2.5508
C 1.5157 -1.0697 -3.6881
C -5.5627 0.6493 -1.2780
C -4.0004 -1.1511 -1.0530
C 0.0051 1.9986 0.7438
C 1.4095 -1.6404 0.0058
C 3.2918 4.3976 2.0900
C 3.3207 -1.7722 -2.0590
C -0.6490 -0.6320 -2.7635
C 0.6379 -1.9654 2.1686
C 1.8744 2.2459 2.2164
H -4.7595 2.5939 -0.7492
H -6.0223 -1.4124 -1.6876
H 3.8761 -2.9421 1.9093
H -6.5507 1.0186 -1.5176
H 0.5694 0.5522 2.2200
H -0.1972 -0.4731 -4.8445
H -0.1801 -1.8913 2.8694
H 2.4792 1.8243 3.0098
H 3.7332 3.2352 3.5719
H -0.3299 3.6374 -0.6273
H 1.9948 -2.8351 3.5675
H -3.7285 -2.1963 -1.0985
H 1.5540 4.9641 0.2507
H 2.2034 -1.1304 -4.5223
H -2.3260 2.8938 0.0874
H -1.6854 -0.3494 -2.8715
*
```

The total energy comes out at -72545.5266 eV. The value obtained for the highest occupied orbital energy is -15.21 eV. The energy above the lowest of the compared OMol25 structures with the same formula, charge and spin comes out at 48.7 kcal/mol. The maximum force comes out at 0.0126 Eh/bohr. The frontier orbital gap is 7.01 eV.

Here is 2 unconnected molecules or ions with the total composition C6H10OS in a non-equilibrium geometry from OMol25. Energies are from the ωB97M-V functional and the def2-TZVPD basis.

The geometry in ORCA input format:
```
! wB97M-V def2-TZVPD RIJCOSX def2/J DEFGRID3
* xyz 0 1
S -3.5149 0.8258 0.0437
O -0.5808 -2.2206 0.4584
C 2.4044 0.1141 -0.3027
C 0.7078 -2.0195 0.3768
C 1.2166 -0.9135 -0.1432
C 0.2158 1.5635 0.2159
C -4.7843 0.0617 -0.5281
C 0.9160 0.4596 -0.5525
H 1.3812 -2.7821 0.6311
H 2.7512 -0.0664 -1.2715
H -0.6981 1.8534 -0.2826
H -0.2112 1.3470 1.2523
H -4.5155 -0.5745 -1.3623
H 0.7598 0.5642 -1.6500
H -5.7840 0.5604 -0.3731
H 3.1775 0.4310 0.4221
H -0.9979 -1.4852 -0.0685
H 0.8596 2.3854 0.3211
*
```

The total energy comes out at -19262.4908 eV. The value obtained for the highest occupied orbital energy is -8.32 eV. Its structure (SMILES) is C[C@H]1C/C1=C/O.C=S. The energy above the lowest of the compared OMol25 structures with the same formula, charge and spin comes out at 104.7 kcal/mol. The maximum force comes out at 0.0671 Eh/bohr. The frontier orbital gap is 7.64 eV.

Here is a molecular structure, C30H35KNOP2S2 from OMol25. Energies are from the ωB97M-V functional and the def2-TZVPD basis.

The geometry in ORCA input format:
```
! wB97M-V def2-TZVPD RIJCOSX def2/J DEFGRID3
* xyz 1 1
K 1.5924 0.4244 3.1383
S -2.2681 1.4266 -3.8823
S 5.5234 0.1636 3.5124
P -0.9612 1.2445 1.2747
P -0.1301 -1.4954 0.9914
O 4.0177 0.0994 3.5058
N -0.6805 -0.0656 0.2196
C -4.0250 1.6177 -3.5241
C -0.7866 0.0993 -1.2407
C -4.5266 3.5969 -0.4394
C -1.4961 -2.6960 0.8529
C -2.3066 -4.9673 0.8796
C 2.8387 3.8488 0.7911
C -2.1615 3.1647 -0.4452
C -3.8668 -3.1432 0.9437
C 0.7869 -2.8263 -1.3682
C 0.4903 2.3317 0.9472
C 3.1048 -2.8625 -2.0112
C -4.7085 2.6183 0.5283
C 6.0739 -1.5378 3.4730
C -2.3319 2.1856 0.5329
C 1.7675 4.2950 1.5571
C 0.6063 3.5411 1.6384
C 2.4405 -1.8207 0.0481
C 1.5746 1.8907 0.1864
C 1.1038 -2.1314 -0.2008
C -2.8132 -2.2429 0.9199
C 3.4356 -2.1772 -0.8521
C -2.0302 -0.5179 -1.8623
C 5.9954 0.6070 1.8437
C -3.2552 3.8685 -0.9258
C -3.6136 1.9226 1.0178
C 2.7389 2.6468 0.1067
C 1.7789 -3.1918 -2.2645
C -1.2513 -4.0665 0.8527
C -3.6146 -4.5081 0.9188
C -2.0515 -0.2958 -3.3693
H -3.1133 4.6283 -1.6832
H -4.3019 2.6222 -3.8392
H 5.6469 1.6243 1.6761
H -0.2234 3.9014 2.2379
H 5.7930 -1.9872 4.4227
H 1.8361 5.2345 2.0896
H -4.6106 0.8966 -4.0929
H -4.4362 -5.2116 0.9367
H -0.7782 1.1658 -1.4709
H -0.2449 -3.0831 -1.5767
H -1.0986 -0.6026 -3.8087
H 1.5107 0.9523 -0.3506
H -2.9245 -0.0924 -1.3971
H 5.5786 -2.0493 2.6480
H 3.5610 2.3000 -0.5072
H -0.2333 -4.4378 0.8247
H -1.1731 3.3825 -0.8303
H 7.0803 0.5688 1.7551
H 1.5163 -3.7306 -3.1654
H 3.7398 4.4441 0.7237
H -2.8342 -0.8934 -3.8380
H 4.4708 -1.9345 -0.6469
H -5.3778 4.1508 -0.8132
H -3.7483 1.1808 1.7977
H 2.7152 -1.3097 0.9686
H -4.2330 1.5197 -2.4599
H -2.0604 -1.5936 -1.6658
H -3.0134 -1.1779 0.9350
H -4.8856 -2.7805 0.9813
H 0.0997 -0.3301 -1.7158
H 3.8775 -3.1455 -2.7136
H 5.5184 -0.0782 1.1429
H 7.1566 -1.5614 3.3586
H -5.6979 2.4105 0.9133
H -2.1031 -6.0299 0.8689
*
```

The total energy comes out at -91785.5113 eV. The value obtained for the highest occupied orbital energy is -10.36 eV. The energy above the lowest of the compared OMol25 structures with the same formula, charge and spin comes out at 0.0 kcal/mol. The maximum force comes out at 0.0049 Eh/bohr. The frontier orbital gap is 8.18 eV.

Here is a molecular structure, C41H40N4O4PSc in a non-equilibrium geometry from OMol25. Energies are from the ωB97M-V functional and the def2-TZVPD basis.

The geometry in ORCA input format:
```
! wB97M-V def2-TZVPD RIJCOSX def2/J DEFGRID3
* xyz 2 1
Sc 0.4659 0.6528 -0.7965
P -0.5589 -0.8989 1.4238
O -3.6320 2.3661 -1.3647
O -1.8078 1.0759 -1.4741
O 2.4002 3.0545 2.1098
O 1.8346 1.7224 0.4798
N -0.5983 2.4303 0.3426
N 0.8146 -0.2196 -2.5988
N 2.3476 -1.0461 -0.5845
N 0.6581 2.4921 -2.6567
C 1.2411 0.3856 -3.7696
C 1.6579 3.4554 -2.1500
C 1.6532 2.4640 -4.9421
C -2.3445 -0.4537 1.4296
C -0.5479 3.2293 -3.0717
C -0.8187 -5.4145 2.4942
C -2.4941 3.7842 0.8468
C -1.8312 -4.8436 1.7418
C 1.7998 -0.2961 -4.8617
C -1.8550 2.7872 0.1286
C -4.2959 0.5901 2.4001
C -2.4480 1.9860 -0.9814
C -0.4629 4.0391 2.0926
C -4.5334 -0.7927 0.4565
C 1.1958 1.7865 -3.8244
C -2.9250 0.3625 2.3976
C 1.6449 -3.4287 -1.0083
C 0.9650 0.1799 5.6548
C -1.7814 4.4044 1.8637
C 0.2774 -4.6455 2.8575
C -0.2619 -0.4551 5.4920
C 2.2712 0.3922 -5.9641
C 0.9925 -4.3332 -1.8348
C 0.1024 3.0596 1.2878
C 2.8657 -1.5007 0.7116
C 0.0034 -0.3857 3.0961
C -0.7387 -0.7424 4.2258
C 0.8834 -1.6143 -2.4177
C 2.1908 1.7757 -6.0172
C -0.6845 -2.7205 1.7533
C 3.5214 -0.6358 -1.3990
C -3.1633 -0.9953 0.4330
C -5.1067 -0.0065 1.4479
C -1.7664 -3.5074 1.3706
C 1.7188 0.5147 4.5425
C 0.3473 -3.3138 2.4865
C 1.2407 0.2278 3.2688
C 1.6122 -2.0736 -1.3035
C 1.5082 2.5819 1.2909
C 0.3027 -3.8881 -2.9522
C 0.2289 -2.5340 -3.2338
H -0.3488 -2.1731 -4.0752
H -2.5886 -3.0986 0.8064
H 4.0336 0.1912 -0.9052
H 1.2670 3.9549 -1.2593
H 2.1860 -3.8009 -0.1491
H -6.1777 0.1458 1.4720
H -0.3095 3.9973 -3.8111
H 2.0586 -1.8970 1.3247
H -2.3121 0.8005 3.1752
H -2.6867 -5.4367 1.4471
H -5.1605 -1.2557 -0.2961
H 2.5569 2.3150 -6.8794
H 2.7189 -0.1519 -6.7849
H -1.0026 3.7277 -2.2111
H -3.5180 4.0488 0.6240
H -0.1872 -4.6012 -3.6020
H 3.6261 -2.2765 0.5852
H -3.9756 1.8249 -2.0922
H 0.1019 4.5238 2.8788
H -0.8814 -6.4502 2.7994
H 1.0448 -5.3898 -1.6109
H 4.2154 -1.4748 -1.4976
H 1.8763 -1.3737 -4.8319
H 2.5786 2.9310 -1.8955
H 3.3320 -0.6582 1.2204
H 1.8921 4.2270 -2.8867
H 3.2221 -0.3187 -2.3931
H -4.7358 1.2152 3.1676
H 2.6907 0.9767 4.6631
H 1.0743 -5.0799 3.4466
H 1.8637 0.4388 2.4115
H -1.2631 2.5381 -3.5124
H -1.6826 -1.2618 4.1154
H -0.8373 -0.7444 6.3616
H 2.0664 3.7337 2.7123
H 1.6119 3.5456 -4.9951
H 1.2009 -2.7316 2.8098
H -2.2488 5.1699 2.4680
H 1.3358 0.3966 6.6477
H -2.7267 -1.5818 -0.3678
*
```

The total energy comes out at -87297.5958 eV. The value obtained for the highest occupied orbital energy is -12.03 eV. The energy above the lowest of the compared OMol25 structures with the same formula, charge and spin comes out at 11.3 kcal/mol. The maximum force comes out at 0.0342 Eh/bohr. The frontier orbital gap is 5.07 eV.